68
Properties=species:S:1:pos:R:3:forces:R:3 method="wB97M-V/def2-TZVPD" multiplicity=1 orbital_gap_ev=9.874 lumo_energy_ev=-1.00 charge=0 e_above_lowest_kcal_mol=0.00
Li 0.7776 0.0695 0.1392 0.3 0.3 0.4
P 2.5023 2.5888 2.9257 -0.4 0.1 2.1
F 1.5481 2.4343 4.3193 0.5 -0.8 -1.7
F 3.8079 2.2388 3.7777 0.3 0.1 -0.3
F 2.3954 0.9611 2.6087 0.0 0.0 -0.2
F 3.3553 2.8674 1.5468 -0.2 -0.1 1.1
F 1.1588 2.6801 1.9964 -0.2 1.0 0.4
F 2.6227 4.1515 3.4606 -0.2 -0.8 -2.0
C -4.1235 1.6023 4.7893 -0.5 0.4 0.0
C -3.2707 0.9057 3.7465 -0.3 0.4 1.0
O -4.0857 -0.1602 3.1989 2.0 -1.1 -1.2
C -3.3503 -0.9495 2.3635 0.0 0.0 -1.1
O -2.1556 -0.7845 2.0221 -3.8 -0.8 0.9
O -4.2564 -1.9217 1.8991 1.5 2.2 0.9
C -3.8056 -2.7387 0.8386 0.0 -0.9 0.1
H -4.3228 1.0269 5.6934 0.2 -0.2 -0.1
H -5.0947 1.8598 4.3666 -0.1 -0.1 -0.1
H -3.7025 2.5591 5.0981 0.3 -0.1 0.0
H -2.3771 0.4771 4.2003 0.0 0.1 -0.2
H -2.9943 1.6022 2.9550 0.1 -0.2 -0.1
H -4.6337 -3.0180 0.1872 -0.2 0.9 -0.2
H -3.5905 -3.7176 1.2671 0.9 0.1 0.0
H -2.9820 -2.2500 0.3181 0.0 -0.4 -0.1
C -2.7308 6.2003 -0.3779 0.1 -0.4 -0.9
C -2.5384 4.6820 -0.1099 1.2 1.4 -0.1
O -3.5348 3.8652 -0.7023 -0.1 -1.0 -1.0
C -3.0850 2.7407 -1.3665 0.4 0.4 2.1
O -1.9958 2.2163 -1.2721 -0.1 0.7 -0.4
O -4.1208 2.2286 -1.9482 -2.1 0.3 -2.4
C -4.0284 1.1223 -2.8626 1.6 -1.7 1.3
H -2.7774 6.3292 -1.4592 -0.6 0.1 -0.1
H -1.8542 6.8128 -0.1671 0.3 -0.5 0.6
H -3.5607 6.6973 0.1246 -0.2 -0.4 -0.1
H -2.4756 4.5560 0.9710 0.0 -0.6 -0.1
H -1.6357 4.3693 -0.6348 0.5 0.2 0.8
H -3.6178 0.3546 -2.2068 -0.6 -0.8 -0.1
H -3.2595 1.0641 -3.6330 0.1 1.5 -0.2
H -4.9591 0.8036 -3.3321 -0.2 0.7 0.7
C 2.4085 -5.6339 3.0605 -1.7 0.2 -0.4
C 1.6336 -4.8207 1.9595 1.7 -0.6 0.9
O 2.0427 -5.3571 0.7095 0.1 -0.3 -1.5
C 1.6190 -4.7716 -0.4398 -0.4 2.1 3.1
O 1.0507 -3.6928 -0.4491 0.1 -0.5 -0.5
O 1.9705 -5.5000 -1.4227 1.0 -1.9 -2.4
C 1.8886 -4.9896 -2.7722 -0.1 0.7 0.3
H 3.4937 -5.6999 2.9823 -0.1 0.4 -0.5
H 2.0188 -6.6511 3.0993 0.0 0.0 0.1
H 2.1456 -5.1129 3.9811 0.2 -0.3 0.3
H 2.0012 -3.8048 2.1042 -0.5 0.3 -0.5
H 0.5482 -4.9120 2.0005 0.1 0.2 0.5
H 2.1684 -5.7365 -3.5151 -0.3 -0.5 0.6
H 2.6364 -4.2057 -2.8920 -0.3 0.3 0.2
H 0.8745 -4.6215 -2.9278 0.2 0.1 -0.2
C 1.6451 0.8055 -4.9707 -0.7 -1.3 -0.3
C 2.5688 1.7139 -4.2710 -1.1 2.2 1.1
O 3.7654 1.1727 -3.9032 3.6 -2.5 1.6
C 4.0268 0.4190 -2.7364 -0.2 1.4 -2.9
O 3.2183 0.0603 -1.9406 -0.8 -0.1 0.8
O 5.3246 0.1604 -2.7631 -1.0 1.2 -0.8
C 5.9351 -0.3846 -1.6222 1.1 0.1 0.4
H 0.7044 1.2772 -5.2546 0.2 0.3 -0.2
H 1.3544 -0.0984 -4.4353 0.2 0.0 0.4
H 2.1986 0.4745 -5.8494 -0.3 -0.1 -0.3
H 2.2481 2.2810 -3.3971 -1.1 -0.3 0.1
H 2.7966 2.5125 -4.9770 0.4 0.0 -0.1
H 5.5743 0.0162 -0.6749 -0.8 -0.6 -0.1
H 6.9420 0.0328 -1.6240 0.2 -0.4 -0.4
H 5.9478 -1.4599 -1.8000 0.0 0.0 0.9

=====

101
Properties=species:S:1:pos:R:3:forces:R:3 method="wB97M-V/def2-TZVPD" multiplicity=5 orbital_gap_ev="4.119 / 5.412" lumo_energy_ev="2.46 / 1.37" charge=-1 e_above_lowest_kcal_mol=11.57
Rh 0.0888 -0.7621 0.6459 -1.8 1.0 0.0
N -0.2233 0.8786 -2.7671 0.5 -0.4 0.4
P -1.6307 0.9193 -3.7003 -0.1 -1.7 0.3
C -1.2536 2.0468 -5.0189 1.3 1.1 -0.9
C -2.2332 2.1567 -6.0259 -0.1 -0.2 0.4
C -2.3542 3.3011 -6.8032 0.3 -0.8 0.1
C -1.3437 4.2413 -6.7223 0.3 1.2 0.0
C -0.3083 4.1257 -5.7987 0.9 0.1 0.4
C -0.2108 3.0201 -4.9339 -0.9 0.0 0.0
C -0.7505 2.2905 0.4875 -0.4 -0.4 -0.1
C 0.1745 3.1266 1.1625 -0.4 0.3 0.2
C 0.5814 4.2822 0.5381 0.7 0.7 -0.2
C 0.0977 4.6884 -0.7455 1.5 0.4 1.8
C -0.8978 3.9572 -1.3223 -0.4 -0.8 -0.6
C -1.3379 2.7763 -0.6990 -0.3 0.4 -0.6
P -0.0149 -0.6012 -1.8195 -0.4 0.9 -0.3
C -0.9620 -1.6195 -3.0014 -0.6 -0.7 0.5
C -1.0819 -0.9831 -4.3331 -0.5 0.7 0.0
C -2.1079 -1.5512 -5.1933 -0.2 -1.0 0.4
C -2.7597 -2.7139 -4.8284 0.1 1.5 -1.7
C -2.5857 -3.3145 -3.5956 -0.8 -0.7 0.8
C -1.8121 -2.6813 -2.6093 1.1 0.8 -0.4
C 1.7153 -0.7998 -2.2792 0.2 -0.8 -1.0
C 2.6535 0.2113 -2.1848 -0.9 1.3 1.1
C 3.9290 0.0705 -2.6732 0.0 -0.7 -0.9
C 4.2887 -1.0920 -3.3449 0.3 -0.3 0.0
C 3.3775 -2.1526 -3.3365 1.1 -1.5 -1.6
C 2.0925 -1.9901 -2.8839 -0.9 -0.2 0.2
H 0.1436 1.7064 -2.3168 -0.5 0.1 0.2
H -2.9162 1.3034 -6.1674 -0.1 0.7 0.3
H -3.2503 3.4234 -7.3968 0.3 0.1 -0.4
H -1.3250 5.1475 -7.3457 -0.3 -0.5 0.3
H 0.4221 4.9688 -5.7362 -0.5 -1.0 -0.1
H 0.5879 2.9385 -4.1528 -0.9 0.1 -0.9
H 0.4356 2.8486 2.2157 0.2 0.3 -1.2
H 1.3523 4.9231 1.0094 -0.6 -0.4 -0.2
H 0.5906 5.5807 -1.1296 -0.5 -0.2 -0.4
H -1.2677 4.2322 -2.3182 -0.2 0.0 0.4
H -2.1741 2.2383 -1.1934 0.7 0.2 0.5
H -0.1388 -0.7705 -4.8774 -0.3 0.2 0.5
H -2.3660 -1.0302 -6.1042 0.1 -0.2 -0.2
H -3.4640 -3.0922 -5.5621 -0.1 -0.3 0.2
H -3.2181 -4.1934 -3.3970 0.6 0.4 0.3
H -1.8656 -3.0400 -1.5721 0.4 0.3 -0.3
H 2.3112 1.1787 -1.7607 0.5 -0.6 -0.1
H 4.6286 0.8639 -2.6663 0.4 0.9 0.2
H 5.2380 -1.1158 -3.9267 -0.7 -0.3 0.8
H 3.6486 -3.1432 -3.8087 -0.3 1.3 0.4
H 1.2826 -2.7170 -3.0875 0.9 0.1 0.3
O -0.5389 -4.8641 1.3149 -0.2 -0.2 0.2
C -0.1787 -3.7295 1.0440 -2.0 1.8 -1.1
O -0.9572 -2.7050 0.6902 1.4 -2.5 0.4
C 1.2885 -3.4439 1.0196 -0.2 2.1 -1.2
C 2.2106 -4.4104 1.3297 0.0 -0.6 0.6
C 3.5375 -4.0684 1.3154 1.0 0.6 -0.5
C 3.9160 -2.7778 0.9231 -1.3 -0.5 0.6
C 2.9237 -1.8326 0.6489 -0.3 -1.5 0.1
N 1.6071 -2.1560 0.6138 2.9 -2.7 1.0
H 1.8893 -5.4094 1.6459 -0.1 0.6 -0.2
H 4.3034 -4.7785 1.6124 -0.1 0.0 -0.1
H 4.9450 -2.5189 0.9321 0.7 0.4 -0.1
H 3.2129 -0.8111 0.5206 -0.2 0.5 -0.4
N 0.2350 -0.9417 2.6281 0.4 -0.2 -1.5
C 0.7359 -0.7166 3.7205 -0.2 0.0 2.8
C -0.0645 -1.0225 4.9575 -1.0 -0.8 0.8
C -0.0971 -0.1720 6.0639 0.5 0.2 -0.2
C -0.9104 -0.4796 7.1325 -1.0 0.1 0.9
C -1.7047 -1.6290 7.1139 0.4 0.6 1.3
C -1.5524 -2.5554 6.1203 -1.6 -2.1 -0.9
C -0.8336 -2.2197 5.0138 2.0 1.9 -0.7
C 2.0298 -0.0581 4.0347 0.7 -0.9 -0.6
C 2.5788 0.7883 3.0967 0.5 1.2 0.9
C 3.6494 1.5963 3.4937 0.2 0.6 -0.2
C 4.2199 1.4688 4.7394 0.6 0.2 1.0
C 3.7264 0.5172 5.6443 1.3 0.5 -0.3
C 2.7093 -0.2989 5.2455 -0.7 0.2 0.1
H 0.5386 0.7174 6.0942 -0.3 -0.2 0.0
H -0.9999 0.1551 8.0372 0.2 -0.2 -0.9
H -2.3942 -1.7587 7.9384 0.1 -0.3 0.1
H -2.0710 -3.5703 6.0807 0.5 1.6 0.4
H -0.7505 -2.7793 4.1149 -0.2 -0.9 -0.4
H 2.0888 0.9714 2.1609 -0.3 -0.1 -0.4
H 3.9831 2.4569 2.9129 0.0 -0.5 -0.4
H 5.0665 2.1173 5.0447 -0.7 -0.4 -0.3
H 4.1795 0.4208 6.6355 -0.1 -0.1 -0.4
H 2.3963 -1.0409 5.9616 -0.5 -0.2 -0.2
C -3.8517 0.0133 -0.7115 0.6 -0.8 -0.9
Ge -3.0703 0.5503 0.9933 2.3 -0.8 0.1
C -3.1502 -0.9224 2.2964 0.4 -0.1 0.8
C -3.7561 2.2013 1.6701 -0.6 0.3 1.1
C -1.0742 0.9968 1.0632 -1.5 0.6 0.6
H -4.9354 -0.0629 -0.6588 -0.2 0.3 0.0
H -3.5081 -1.0122 -0.9599 -0.1 0.4 0.3
H -3.5238 0.6065 -1.5885 -0.5 0.0 0.6
H -4.1793 -1.1518 2.6205 0.3 0.1 0.0
H -2.5374 -0.5825 3.1961 -0.8 -0.5 -1.0
H -2.6675 -1.8544 1.9114 -0.4 0.8 0.2
H -2.8897 2.7724 2.0020 0.0 0.0 0.1
H -4.3821 1.9689 2.5556 0.0 0.5 -0.5
H -4.2539 2.8079 0.9307 -0.5 0.1 -0.1
H -0.9240 1.1251 2.1633 -0.1 -0.4 -0.5

=====

16
Properties=species:S:1:pos:R:3:forces:R:3 method="wB97M-V/def2-TZVPD" multiplicity=1 orbital_gap_ev=8.264 lumo_energy_ev=3.23 charge=-1 e_above_lowest_kcal_mol=5.64
C 1.0348 -1.4461 0.4141 1.5 -1.7 -0.1
C -1.2479 -1.2557 -0.3617 -0.2 -1.3 -2.2
C -0.0247 -0.7030 0.3005 -2.3 0.2 -0.3
C -0.1374 0.7114 0.5348 2.0 3.4 -1.1
C 1.2229 2.7392 0.4935 1.6 2.4 -1.1
N -1.2956 -1.4762 -1.7445 0.8 0.7 2.1
N -2.3494 -1.7177 0.1922 0.2 -0.2 1.3
N -2.4450 -2.0651 -1.9097 -0.5 -0.6 -1.3
N -3.0818 -2.2511 -0.7879 0.3 0.7 0.3
N 1.8840 -2.3233 0.5666 -1.2 1.1 0.7
O -1.0690 1.4487 0.6884 -0.4 -1.0 0.5
O 1.1261 1.3485 0.2755 -0.3 -0.6 0.4
H 2.3967 3.0750 0.2040 -3.2 -1.1 1.2
H 0.9067 3.0460 1.5209 0.7 -0.4 -0.6
H 0.6005 3.4404 -0.1859 0.6 -1.6 0.7
H 2.4791 -2.5710 -0.2007 0.3 0.2 -0.5